Record 1
# C17H39OP3SeSn

A molecular structure, C17H39OP3SeSn (the ωB97M-V functional and the def2-TZVPD basis, the OMol25 dataset).

```
62
Properties=species:S:1:pos:R:3:forces:R:3:mulliken_charge:R:1
Sn -0.58259 -0.76221 0.31641 0.154 -1.252 -0.277 0.20
P -1.77478 -2.37459 -1.54196 -0.417 -0.711 -0.490 0.78
P 1.61943 -2.36281 -0.09246 0.878 -0.160 0.205 0.76
P -2.65823 0.75837 0.25282 -0.216 0.493 0.199 0.73
H 4.73040 4.74755 2.06993 -0.271 0.350 0.426 0.54
C 4.01450 5.20593 2.77436 1.390 1.598 -2.557 -0.33
C 3.68604 4.56903 3.91130 -0.746 -0.993 3.069 -0.21
H 4.27010 3.75442 4.35669 0.061 0.275 -0.269 0.33
C -1.47136 -2.01848 -3.29619 0.335 0.563 0.159 -1.22
C -1.36092 -4.14228 -1.41163 0.170 0.123 0.469 -1.24
C -3.59499 -2.42518 -1.48351 0.078 0.167 0.474 -1.28
C 3.03652 -1.60806 0.79001 -0.283 0.150 0.209 -1.18
C 1.61883 -4.09781 0.46451 -0.311 -0.047 0.203 -1.18
C 2.23007 -2.45509 -1.79904 -0.346 0.123 -0.277 -1.25
C -2.27150 2.21486 1.25818 0.011 -0.115 0.206 -1.12
C -4.17042 0.04580 0.92606 0.034 -0.052 0.342 -1.17
C -3.10406 1.43046 -1.34821 0.095 -0.098 -0.429 -1.10
H 3.59561 6.19885 2.51311 0.429 -0.472 0.392 0.38
H 2.82748 4.90102 4.49587 -0.102 -0.157 -0.097 0.33
H -2.00326 -2.77070 -3.88790 0.082 0.086 0.051 0.49
H -0.40126 -2.05939 -3.52369 -0.184 -0.020 -0.091 0.34
H -1.85276 -1.02263 -3.54814 0.058 -0.170 -0.102 0.37
H -2.04583 -4.68221 -2.07639 0.168 0.063 0.082 0.53
H -1.53698 -4.45425 -0.37477 0.069 -0.120 -0.298 0.34
H -0.32562 -4.35626 -1.70494 -0.314 0.048 0.044 0.42
H -3.91840 -3.19124 -2.19787 0.002 0.173 0.088 0.55
H -4.04008 -1.46047 -1.75239 0.035 -0.312 0.029 0.38
H -3.91052 -2.72493 -0.47596 -0.104 0.049 -0.354 0.33
H 3.88858 -2.30275 0.77294 -0.230 0.165 -0.015 0.46
H 2.74420 -1.42825 1.83247 0.179 -0.089 -0.117 0.36
H 3.34479 -0.65156 0.34577 -0.114 -0.284 -0.010 0.33
H 2.37656 -4.66070 -0.10283 -0.192 0.204 0.222 0.42
H 0.63550 -4.55709 0.30465 0.388 0.036 0.125 0.27
H 1.86296 -4.13005 1.53481 -0.079 -0.076 -0.259 0.44
H 3.17157 -3.01709 -1.77986 -0.123 0.141 -0.057 0.50
H 2.40353 -1.45581 -2.21315 0.106 -0.210 0.036 0.38
H 1.52357 -2.98124 -2.44861 0.152 0.013 0.057 0.30
H -3.18614 2.82400 1.29144 0.299 0.000 0.091 0.48
H -1.44475 2.80028 0.83015 -0.288 -0.182 0.032 0.34
H -2.00120 1.90103 2.27427 -0.120 0.151 -0.148 0.38
H -4.89101 0.87697 0.95346 0.005 -0.328 0.105 0.46
H -3.96348 -0.30842 1.94643 -0.251 0.114 -0.236 0.35
H -4.57062 -0.77528 0.31687 0.151 0.389 0.210 0.35
H -3.90597 2.14957 -1.15584 0.036 0.016 -0.177 0.49
H -3.47855 0.65712 -2.02267 -0.017 0.120 0.041 0.29
H -2.26159 1.93532 -1.82995 -0.170 0.042 0.090 0.32
C 1.35827 2.07674 -0.67876 -0.073 -0.194 -0.393 0.93
C 1.74047 2.03891 0.67866 0.082 0.287 0.656 -0.39
C 2.37437 3.17072 1.22930 -0.235 -0.527 -0.464 -0.24
C 2.71210 4.26211 0.40462 -0.513 -0.399 -0.341 0.45
C 2.33128 4.27372 -0.94114 -0.123 -0.152 0.205 -1.16
C 1.63483 3.20446 -1.47401 0.316 0.190 -0.157 -0.74
Se 0.51147 0.69210 -1.64878 0.286 0.681 0.719 0.23
H -0.02202 -0.33000 1.93543 -0.312 -0.252 -0.605 0.04
H 1.53563 1.12911 1.27608 0.222 0.866 -0.254 0.15
H 2.60958 3.21169 2.30340 -0.129 -0.403 -0.576 -0.04
H 3.26048 5.13215 0.77122 -0.406 -0.371 -0.297 0.31
H 2.56144 5.11660 -1.57005 0.085 0.178 -0.074 0.46
H 1.32676 3.21777 -2.51694 0.095 0.068 0.140 0.48
O -2.08530 -2.75142 1.63645 -0.047 -0.124 0.374 -0.47
H -3.01598 -3.04174 1.68966 0.401 0.178 -0.028 0.26
H -1.68673 -3.13667 2.44028 -0.137 0.171 -0.301 0.27
```
Positions in Å, forces in eV/Å.

Summary:
**Relative energy (zero: lowest compared OMol25 entry of this formula, charge and spin)**: 31.5 kJ/mol
**M**: 550.091 u
**Charge**: +4
**Orbital gap (spin up / spin down)**: 5.132 / 4.102 eV
**LUMO (spin up / spin down)**: -0.5374 / -0.5766 Ha


Record 2
# C17H40As3N2ReSeSi

A molecular structure, C17H40As3N2ReSeSi (the ωB97M-V functional and the def2-TZVPD basis, the OMol25 dataset).

```
65
Properties=species:S:1:pos:R:3:forces:R:3:mulliken_charge:R:1
Re -0.44598 -0.20670 0.50379 -0.016 -0.802 0.850 -0.01
C -1.16102 -0.76342 -3.24773 0.006 0.008 0.015 -1.12
As -1.17133 -1.56731 -1.49145 0.030 -0.269 -0.304 0.81
C 0.00289 -3.07128 -1.83375 -0.021 -0.004 0.007 -0.97
C -2.82964 -2.52883 -1.14041 -0.028 0.091 0.038 -1.84
C -4.15240 -1.84890 -0.75874 -0.062 -0.072 -0.033 2.04
C -5.15068 -3.01444 -0.56962 -0.051 -0.044 -0.022 -1.97
C -4.11090 -1.17473 0.62823 0.055 0.051 -0.061 -1.95
As -2.79500 0.12514 1.27680 0.014 0.111 0.002 0.68
C -2.92250 -0.17797 3.18807 0.030 -0.063 -0.004 -1.19
C -3.29206 1.99022 1.23288 -0.061 -0.006 -0.001 -1.22
C -4.70359 -0.97033 -1.89565 0.132 -0.004 0.105 -1.53
As -4.03118 0.87458 -2.02196 0.017 -0.001 0.059 0.05
C -5.62655 1.77969 -1.35215 0.022 0.088 0.058 -1.25
C -4.35154 1.15202 -3.92020 0.068 0.027 -0.058 -1.20
H -1.66421 0.19500 -3.26163 -0.023 0.054 0.000 0.20
H -1.63317 -1.45654 -3.94275 -0.030 0.001 -0.021 0.44
H -0.11947 -0.63363 -3.53706 0.020 0.007 -0.020 0.54
H -0.50882 -3.74847 -2.51541 0.010 -0.030 -0.049 0.48
H 0.24097 -3.58109 -0.90542 -0.026 -0.028 0.028 0.11
H 0.91887 -2.72116 -2.30466 0.027 0.023 0.009 0.45
H -2.52274 -3.21685 -0.34788 -0.017 -0.048 0.032 0.52
H -2.98750 -3.12462 -2.04150 -0.034 -0.035 -0.025 0.74
H -4.78890 -3.74549 0.15840 -0.016 0.033 -0.034 0.47
H -5.31237 -3.52719 -1.51908 0.003 0.009 0.023 0.46
H -6.11716 -2.64001 -0.22788 0.023 -0.016 -0.012 0.50
H -3.97705 -1.95324 1.38420 -0.039 -0.031 0.008 0.69
H -5.06567 -0.68671 0.84060 -0.061 -0.025 -0.023 0.66
H -3.96178 -0.42378 3.40486 -0.043 0.025 0.036 0.48
H -2.67103 0.73555 3.72317 0.031 0.015 0.012 0.43
H -2.28071 -0.99512 3.49994 -0.008 -0.044 0.012 0.35
H -4.28295 2.08619 1.67562 -0.035 0.023 -0.015 0.46
H -3.27685 2.39035 0.22913 -0.015 0.056 -0.094 0.35
H -2.57311 2.51757 1.86033 -0.010 0.003 0.001 0.49
H -5.79007 -0.90503 -1.81812 -0.018 -0.013 0.035 0.75
H -4.49656 -1.45754 -2.85041 -0.008 -0.054 -0.008 0.47
H -5.84729 1.48082 -0.32798 0.003 0.013 0.031 0.35
H -6.48089 1.52804 -1.97940 0.017 -0.016 -0.010 0.43
H -5.47642 2.85824 -1.37827 -0.023 0.003 0.017 0.45
H -3.61370 0.61960 -4.51704 -0.008 0.008 -0.038 0.39
H -4.27879 2.21552 -4.14004 0.009 0.003 -0.014 0.45
H -5.34849 0.80087 -4.18258 -0.005 -0.007 0.014 0.40
C 2.63662 -5.29343 1.61171 0.178 0.078 -0.137 -0.90
Si 1.07607 -5.27841 2.52725 -0.018 -0.100 0.053 0.21
C 1.03866 -4.72302 4.25175 -0.017 0.161 0.140 -0.91
C -0.41023 -6.01451 1.79029 -0.161 -0.019 -0.092 -0.85
Se -0.09650 -2.15595 1.69970 -0.077 0.717 -0.459 -0.20
H 3.23529 -6.14607 1.96366 -0.029 0.034 -0.013 0.41
H 3.22330 -4.39328 1.80871 0.028 -0.053 -0.021 0.37
H 2.47538 -5.41618 0.54088 0.078 -0.013 0.001 0.36
H 1.40172 -5.53656 4.89504 -0.012 0.018 -0.035 0.39
H 0.02454 -4.47387 4.56554 0.042 -0.009 0.073 0.35
H 1.70484 -3.87089 4.40365 -0.018 -0.043 0.063 0.36
H -0.42694 -7.08758 2.02747 0.012 0.036 -0.006 0.43
H -0.40003 -5.91996 0.70364 -0.051 -0.056 0.013 0.32
H -1.31618 -5.57270 2.20748 -0.016 -0.064 -0.031 0.33
N 0.67060 1.64485 2.86991 -0.086 -0.133 -0.035 -0.05
C 1.71580 2.44573 3.09006 0.009 0.060 0.113 -0.06
C 2.44439 2.53137 1.91610 -0.004 0.023 -0.024 -0.78
C 1.75701 1.74102 1.01579 -0.193 0.037 0.059 -0.15
N 0.65619 1.19068 1.59583 0.528 0.422 -0.213 -0.01
H -0.04169 1.36550 3.52546 0.022 -0.043 0.019 0.18
H 1.87211 2.90501 4.05527 -0.006 -0.024 -0.045 0.49
H 3.34175 3.10153 1.74148 -0.035 -0.037 0.024 0.42
H 1.99363 1.55036 -0.02186 -0.030 -0.031 0.008 0.46
```
Positions in Å, forces in eV/Å.

Summary:
**Relative energy (zero: lowest compared OMol25 entry of this formula, charge and spin)**: 0.0 kJ/mol
**2S+1**: 4
**Expectation value of S²**: 3.788
**M**: 790.540 u
**Charge**: +3
**Orbital gap (spin up / spin down)**: 6.071 / 5.744 eV
**LUMO (spin up / spin down)**: -0.3690 / -0.3807 Ha


Record 3
# C17H40CrFN3O3

A molecular structure, C17H40CrFN3O3 (the ωB97M-V functional and the def2-TZVPD basis, the OMol25 dataset).

```
65
Properties=species:S:1:pos:R:3:forces:R:3:mulliken_charge:R:1
Cr -12.82239 -3.59118 -3.95777 -0.252 0.134 -0.581 0.41
C -8.61390 -4.85000 -4.37706 0.717 -0.137 0.246 -1.05
C -8.67053 -3.98128 -5.63624 -0.748 0.047 -0.241 1.67
C -7.75618 -4.73876 -6.58270 -0.167 -0.612 -1.175 -1.29
C -7.91583 -4.29998 -8.02275 0.651 0.053 -0.491 -0.93
C -9.35907 -4.30395 -8.51930 0.613 0.534 0.329 -1.25
C -10.35179 -3.59553 -7.54859 0.851 -0.380 -1.085 1.57
N -10.07093 -3.96358 -6.16555 -0.120 -1.597 -0.078 0.09
O -11.00432 -3.35038 -5.32259 -0.440 0.720 1.041 0.04
C -11.70946 -4.15888 -7.99023 -0.193 -0.004 -0.057 -1.06
C -10.25628 -2.08939 -7.86283 -0.415 0.611 0.879 -1.56
C -8.08897 -2.56689 -5.37584 -0.074 -0.419 0.079 -1.77
H -9.20359 -4.48887 -3.54715 0.099 0.193 -0.082 -0.24
H -7.57200 -4.91022 -4.03892 0.008 0.471 0.119 0.55
H -8.79623 -5.90755 -4.57598 -0.765 0.140 -0.184 0.52
H -7.96890 -5.81298 -6.58506 -0.150 0.013 0.414 0.46
H -6.72166 -4.61804 -6.25312 0.008 0.028 0.020 0.43
H -7.38049 -4.94238 -8.73031 0.263 -0.212 0.354 0.42
H -7.37952 -3.34970 -8.12431 -0.605 0.350 -0.220 0.32
H -9.67805 -5.31127 -8.79554 0.053 -0.196 0.532 0.42
H -9.32908 -3.78252 -9.47828 -0.364 0.136 0.009 0.41
H -11.90015 -3.86524 -9.02683 0.081 -0.002 -0.054 0.38
H -12.59107 -3.86764 -7.41943 0.463 0.287 0.194 -0.66
H -11.66374 -5.24986 -7.96132 -0.030 -0.009 0.067 0.45
H -11.24550 -1.64842 -7.71674 0.077 0.226 -0.219 0.31
H -9.85970 -1.84614 -8.84739 -0.315 -0.216 -0.188 0.29
H -9.60648 -1.56498 -7.16242 -0.019 -0.157 0.041 0.33
H -7.46609 -2.60201 -4.47986 -0.183 0.310 0.149 0.47
H -8.92338 -1.87214 -5.29844 0.128 0.084 0.471 0.25
H -7.43113 -2.22499 -6.17645 -0.129 -0.073 -0.170 0.27
F -14.43627 -3.45723 -2.66783 1.102 -0.358 -0.980 -0.67
C -10.18266 -3.99507 -0.56970 -0.847 -0.016 -0.255 -1.30
C -11.45173 -3.55115 -1.38238 2.573 -0.669 0.629 0.10
C -11.15499 -2.15424 -1.89924 -1.026 0.999 -0.115 -0.63
O -12.20972 -1.78325 -2.78427 0.204 -0.126 0.199 0.17
C -12.28989 -0.41942 -3.14505 0.470 -0.641 -1.013 -0.88
N -11.52058 -4.50424 -2.54482 -0.458 -0.091 1.629 -0.17
H -9.38316 -4.23567 -1.26905 0.308 0.459 0.053 0.32
H -10.36965 -4.94314 -0.06064 -0.168 0.174 0.271 0.38
H -9.89164 -3.22233 0.14134 0.195 -0.174 0.064 0.40
H -12.29623 -3.66668 -0.71022 -0.489 0.371 -0.575 0.43
H -10.15596 -2.12681 -2.35372 -0.157 -0.139 -0.473 0.19
H -11.15330 -1.34291 -1.16248 0.169 -0.565 0.679 0.52
H -12.33812 0.23068 -2.27117 0.136 0.084 -0.046 0.26
H -13.17127 -0.30761 -3.77644 -0.246 -0.021 0.376 0.21
H -11.45771 -0.23006 -3.83450 0.196 0.551 0.428 0.33
H -11.67953 -5.40126 -2.08230 -0.694 -0.001 -0.361 0.32
H -10.56028 -4.64044 -2.83173 -0.114 0.382 -0.643 -0.65
C -15.90222 -3.83981 -7.10362 0.721 -1.318 -0.206 -1.46
C -15.07092 -4.11712 -5.83503 -1.019 0.780 0.277 0.01
C -14.28043 -5.40732 -5.99412 -0.841 -0.083 -0.597 -0.74
O -13.37080 -5.64391 -4.92889 -0.856 -0.363 -1.732 0.17
C -12.81010 -6.94296 -5.08227 0.856 0.457 1.298 -0.89
N -14.20749 -2.92220 -5.52958 -0.353 -0.979 -1.209 -0.35
H -16.61311 -3.02294 -7.02224 -0.045 -0.045 0.200 0.40
H -16.39530 -4.78833 -7.33938 -0.519 0.282 -0.027 0.41
H -15.25874 -3.67989 -7.97576 0.117 0.290 0.122 0.34
H -15.79504 -4.18833 -5.02080 0.351 -0.220 0.277 0.46
H -13.86960 -5.42337 -7.01430 0.989 0.268 0.400 0.37
H -14.96613 -6.25677 -6.11730 -0.378 0.088 0.710 0.44
H -12.43498 -7.15069 -6.08547 -0.118 0.183 -0.059 0.33
H -13.50026 -7.71842 -4.73686 -0.111 0.067 -0.204 0.26
H -11.96728 -6.88540 -4.38554 0.079 -0.536 -0.267 0.19
H -14.88142 -2.16502 -5.44524 0.235 0.113 0.564 0.35
H -13.81841 -2.77177 -6.46373 0.697 0.477 0.472 0.13
```
Positions in Å, forces in eV/Å.

Summary:
**2S+1**: 5
**Expectation value of S²**: 6.009
**M**: 405.519 u
**Orbital gap (spin up / spin down)**: 6.487 / 6.562 eV
**LUMO (spin up / spin down)**: 0.0238 / 0.0236 Ha